i:
{"formula": "C21H31N3O4", "method": "wB97M-V/def2-TZVPD", "symbols": ["C", "O", "C", "C", "C", "C", "C", "C", "C", "N", "C", "C", "N", "C", "O", "C", "C", "C", "O", "N", "C", "C", "C", "C", "C", "O", "C", "C", "H", "H", "H", "H", "H", "H", "H", "H", "H", "H", "H", "H", "H", "H", "H", "H", "H", "H", "H", "H", "H", "H", "H", "H", "H", "H", "H", "H", "H", "H", "H"], "xyz": [[-0.16, 4.13, -1.43], [0.50, 3.45, -0.40], [1.56, 4.05, 0.21], [2.05, 5.31, -0.11], [3.13, 5.83, 0.58], [3.72, 5.11, 1.60], [3.23, 3.86, 1.92], [2.16, 3.31, 1.24], [1.64, 1.94, 1.55], [1.93, 1.05, 0.44], [3.30, 0.62, 0.36], [3.57, 0.24, -1.10], [2.56, -0.69, -1.54], [1.31, -0.80, -1.04], [0.51, -1.57, -1.54], [0.99, -0.01, 0.21], [0.84, -1.04, 1.38], [-0.62, -1.42, 1.51], [-1.43, -0.58, 1.87], [-0.98, -2.70, 1.24], [-0.08, -3.72, 0.76], [-2.39, -3.03, 1.25], [-2.99, -3.16, -0.16], [-4.48, -3.48, -0.07], [-5.08, -3.53, -1.48], [-4.89, -2.33, -2.18], [-3.52, -2.02, -2.31], [-2.81, -1.87, -0.97], [0.50, 4.34, -2.28], [-0.96, 3.47, -1.76], [-0.60, 5.08, -1.08], [1.60, 5.89, -0.90], [3.50, 6.81, 0.32], [4.56, 5.53, 2.14], [3.69, 3.29, 2.72], [2.07, 1.58, 2.50], [0.55, 1.98, 1.66], [3.52, -0.24, 1.01], [3.96, 1.45, 0.64], [3.53, 1.15, -1.71], [4.55, -0.22, -1.21], [2.73, -1.20, -2.40], [0.01, 0.46, 0.07], [1.51, -1.88, 1.24], [1.11, -0.53, 2.31], [0.74, -3.88, 1.46], [0.33, -3.46, -0.22], [-0.63, -4.65, 0.67], [-2.90, -2.22, 1.78], [-2.53, -3.96, 1.81], [-2.49, -3.98, -0.69], [-4.99, -2.69, 0.50], [-4.65, -4.43, 0.43], [-6.16, -3.69, -1.44], [-4.62, -4.36, -2.04], [-3.48, -1.08, -2.87], [-3.02, -2.80, -2.91], [-1.75, -1.68, -1.14], [-3.24, -1.04, -0.41]], "total_charge": 0, "smiles": "COc1ccccc1CN1CCNC(=O)[C@H]1CC(=O)N(C)CC1CCOCC1", "e_lumo_ha": 0.0241}

---

ii:
{"formula": "C21H31N3O4", "method": "wB97M-V/def2-TZVPD", "symbols": ["C", "C", "O", "C", "O", "N", "C", "C", "N", "C", "O", "C", "N", "C", "O", "C", "C", "C", "C", "C", "C", "C", "C", "C", "C", "C", "C", "C", "H", "H", "H", "H", "H", "H", "H", "H", "H", "H", "H", "H", "H", "H", "H", "H", "H", "H", "H", "H", "H", "H", "H", "H", "H", "H", "H", "H", "H", "H", "H"], "xyz": [[4.06, 3.16, 2.19], [2.76, 2.52, 1.75], [2.84, 2.24, 0.36], [1.73, 1.76, -0.21], [0.68, 1.63, 0.38], [1.89, 1.51, -1.54], [0.91, 0.67, -2.20], [1.47, -0.78, -2.28], [2.51, -0.92, -1.29], [2.32, -1.29, 0.01], [3.19, -1.12, 0.84], [1.02, -2.03, 0.33], [-0.14, -1.18, 0.23], [-1.21, -1.52, -0.52], [-1.18, -2.46, -1.30], [-2.43, -0.69, -0.34], [-2.43, 0.62, 0.14], [-3.62, 1.31, 0.29], [-4.84, 0.72, -0.03], [-6.16, 1.42, 0.12], [-6.11, 2.77, 0.83], [-4.83, -0.58, -0.53], [-3.65, -1.27, -0.69], [1.11, -2.69, 1.73], [0.03, -3.76, 1.86], [0.99, -1.67, 2.86], [3.68, -0.12, -1.61], [3.23, 1.29, -2.06], [4.89, 2.48, 1.99], [4.02, 3.37, 3.25], [4.23, 4.08, 1.64], [1.90, 3.18, 1.93], [2.58, 1.58, 2.29], [-0.01, 0.70, -1.62], [0.71, 1.07, -3.20], [1.94, -0.94, -3.26], [0.68, -1.51, -2.16], [0.89, -2.83, -0.41], [-0.15, -0.36, 0.81], [-1.51, 1.12, 0.39], [-3.58, 2.32, 0.67], [-6.83, 0.76, 0.67], [-6.59, 1.56, -0.87], [-5.68, 2.67, 1.82], [-5.53, 3.49, 0.26], [-7.12, 3.17, 0.93], [-5.77, -1.05, -0.79], [-3.64, -2.28, -1.08], [2.10, -3.16, 1.80], [0.09, -4.24, 2.84], [-0.96, -3.32, 1.75], [0.15, -4.53, 1.10], [1.17, -2.15, 3.81], [-0.01, -1.24, 2.89], [1.72, -0.88, 2.73], [4.25, -0.62, -2.41], [4.30, -0.07, -0.71], [3.90, 2.05, -1.67], [3.18, 1.37, -3.14]], "total_charge": 0, "smiles": "CCOC(=O)N1CCN(C(=O)[C@H](NC(=O)c2ccc(CC)cc2)C(C)C)CC1", "e_lumo_ha": 0.0301}

---

Most stable to least stable: ii, i

---

i:
{"formula": "H2N3O2S", "method": "wB97M-V/def2-TZVPD", "symbols": ["N", "N", "N", "O", "O", "S", "H", "H"], "xyz": [[-1.42, 0.04, 0.06], [-0.10, -0.56, -0.05], [0.91, 0.19, -0.34], [-0.02, -1.82, -0.05], [2.53, -0.77, -0.39], [0.84, 1.77, -0.16], [-1.21, 1.12, -0.20], [-1.54, 0.04, 1.14]], "total_charge": -1, "e_lumo_ha": [0.1434, 0.1434]}

---

ii:
{"formula": "H2N3O2S", "method": "wB97M-V/def2-TZVPD", "symbols": ["N", "N", "N", "O", "O", "S", "H", "H"], "xyz": [[-2.27, -0.15, -0.25], [1.05, 0.06, 0.30], [1.64, -0.26, -0.78], [3.32, -0.39, -0.59], [-1.45, 0.66, 0.27], [-3.88, -0.12, -0.38], [-0.02, 0.35, 0.26], [1.61, -0.14, 1.16]], "total_charge": -1, "e_lumo_ha": 0.1243}

---

Most stable to least stable: ii, i